Below is a structure of composition C51H51N4O2P2S2Y, with properties calculated with ωB97M-V with the def2-TZVPD basis set.

## Properties
E: -105068.8108 eV
ΔE to the lowest compared entry with this formula, charge and spin: 0.441 eV
frontier orbital gap: 5.66 eV

```
! RIJCOSX wB97M-V def2-TZVPD def2/J DEFGRID3
* xyz 0 1
Y -0.8339 1.0874 0.5374
S -0.9802 -1.4162 -0.3989
P 0.6267 -0.9886 -1.7100
C 1.9386 -0.3099 -0.6823
P 2.2143 -0.6527 0.9791
S 1.0527 0.3816 2.3058
C 2.0813 -2.4107 1.4505
C 0.9590 -2.8830 2.1256
C 0.8131 -4.2385 2.3808
C 1.7960 -5.1331 1.9821
C 2.9255 -4.6687 1.3223
C 3.0610 -3.3172 1.0495
C 3.8919 -0.1238 1.4309
C 4.6534 -0.8241 2.3593
C 5.8891 -0.3353 2.7641
C 6.3682 0.8591 2.2509
C 5.6016 1.5736 1.3382
C 4.3695 1.0892 0.9359
C 1.1474 -2.6780 -2.2333
C 1.7652 -2.7636 -3.4787
C 2.2591 -3.9747 -3.9472
C 2.1304 -5.1174 -3.1721
C 1.5064 -5.0444 -1.9318
C 1.0210 -3.8333 -1.4645
C 3.0952 -0.0291 -1.5935
C 4.1879 -0.8877 -1.7198
C 5.2278 -0.6122 -2.5968
C 5.1905 0.5176 -3.4007
C 4.0969 1.3707 -3.3137
C 3.0738 1.0952 -2.4216
H 0.1905 -2.1856 2.4304
H -0.0743 -4.5931 2.8909
H 1.6831 -6.1911 2.1850
H 3.6968 -5.3605 1.0081
H 3.9449 -2.9752 0.5253
H 4.2882 -1.7510 2.7808
H 6.4738 -0.8922 3.4854
H 7.3328 1.2387 2.5637
H 5.9648 2.5107 0.9354
H 3.7753 1.6539 0.2275
H 1.8676 -1.8676 -4.0832
H 2.7413 -4.0231 -4.9160
H 2.5104 -6.0653 -3.5338
H 1.4020 -5.9365 -1.3253
H 0.5253 -3.7830 -0.5013
H 4.2224 -1.7979 -1.1350
H 6.0655 -1.2960 -2.6630
H 5.9991 0.7265 -4.0896
H 4.0431 2.2591 -3.9335
H 2.2296 1.7643 -2.3402
C 1.4425 5.0283 1.8453
C 0.6222 3.8930 1.7837
N 0.2764 3.3285 0.6456
C 0.7126 3.8676 -0.5151
C 1.5564 4.9840 -0.5534
C 1.9171 5.5632 0.6777
C 2.0175 5.4763 -1.8168
C 1.6467 4.8703 -2.9659
C 0.7812 3.7302 -2.9528
C 0.4064 3.0378 -4.1269
C -0.3682 1.9223 -4.0270
C -0.8133 1.5009 -2.7586
N -0.5390 2.1686 -1.6520
C 0.3013 3.2363 -1.7402
H 1.6965 5.4497 2.8071
H 0.2485 3.4253 2.6869
H 2.5689 6.4286 0.6867
H 2.6746 6.3369 -1.8277
H 2.0039 5.2315 -3.9224
H 0.7552 3.3916 -5.0897
H -0.6471 1.3413 -4.8944
H -1.5210 0.6915 -2.6691
C -3.9258 -4.3865 3.6059
C -3.6557 -2.9071 3.5695
C -2.5612 -2.3607 4.2226
C -2.2865 -0.9965 4.1887
C -1.1127 -0.4660 4.9662
C -3.1331 -0.1640 3.4568
C -4.2852 -0.6777 2.8554
C -5.3081 0.2223 2.2120
C -4.5223 -2.0448 2.9085
C -2.7834 1.2976 3.2706
O -3.1010 2.1588 4.0624
O -2.1015 1.5251 2.1740
H -3.0783 -4.9321 4.0206
H -4.1206 -4.7754 2.6051
H -4.8002 -4.6123 4.2203
H -1.8974 -3.0131 4.7830
H -1.1131 -0.8945 5.9699
H -1.1504 0.6180 5.0702
H -0.1672 -0.7235 4.4885
H -4.9761 1.2604 2.1666
H -6.2311 0.2208 2.7951
H -5.5639 -0.1166 1.2059
H -5.4106 -2.4472 2.4296
C -5.5480 0.0662 -2.0185
C -5.0949 1.5226 -2.0294
C -5.9416 2.3614 -1.0699
C -5.2018 2.0896 -3.4409
N -3.6542 1.5666 -1.7081
N -3.2779 1.0562 -0.4320
H -6.5437 -0.0196 -2.4559
H -5.6015 -0.3389 -1.0060
H -4.8585 -0.5497 -2.5984
H -7.0002 2.2834 -1.3244
H -5.6602 3.4160 -1.1238
H -5.8423 2.0301 -0.0350
H -6.2429 2.1188 -3.7646
H -4.6328 1.4780 -4.1421
H -4.8128 3.1110 -3.4806
H -3.3336 2.5283 -1.7401
H -3.3318 0.0413 -0.4718
H -3.8871 1.3826 0.3137
*
```

***

Below is a structure of composition C51H52FeN2P2Si, with properties calculated with ωB97M-V with the def2-TZVPD basis set.

## Properties
E: -117548.9213 eV
frontier orbital gap (alpha / beta): 7.85 / 7.46 eV

```
! RIJCOSX wB97M-V def2-TZVPD def2/J DEFGRID3
* xyz 1 2
Fe -0.1126 -0.2035 0.6207
C -1.8727 -1.8967 3.1922
Si -0.7022 -2.0805 1.7217
C -1.5785 -3.2678 0.5372
C -2.0959 -4.5167 0.8911
C -2.7890 -5.2835 -0.0297
C -2.9927 -4.8133 -1.3253
C -2.4879 -3.5818 -1.6985
C -1.7757 -2.8228 -0.7691
P -1.0670 -1.2028 -1.1678
C 0.1276 -1.5058 -2.5135
C 0.5770 -2.7779 -2.8506
C 1.5046 -2.9433 -3.8739
C 1.9803 -1.8447 -4.5726
C 1.5450 -0.5686 -4.2338
C 0.6338 -0.4035 -3.2054
C -2.4499 -0.3888 -2.0520
C -3.5163 0.0780 -1.2836
C -4.6037 0.6900 -1.8836
C -4.6419 0.8441 -3.2633
C -3.5978 0.3643 -4.0373
C -2.5086 -0.2538 -3.4372
C 0.8545 -2.9525 2.3551
C 0.8836 -4.0188 3.2523
C 2.0768 -4.6491 3.5699
C 3.2638 -4.2241 2.9863
C 3.2653 -3.1517 2.1086
C 2.0666 -2.5083 1.8087
P 1.9213 -1.0488 0.7253
C 3.5149 -0.9241 -0.1217
C 4.6696 -0.6219 0.6038
C 5.8953 -0.5493 -0.0349
C 5.9763 -0.7717 -1.4049
C 4.8346 -1.0802 -2.1272
C 3.6060 -1.1612 -1.4865
C 1.7706 0.4484 1.7281
C 0.9747 0.3677 2.8584
C 0.6145 1.5071 3.6113
C 1.0775 2.7802 3.2207
C 1.9401 2.9186 2.1837
C 2.4902 1.7541 1.4006
H -2.0378 -2.8622 3.6763
H -2.8469 -1.5259 2.8675
H -1.4795 -1.2108 3.9464
H -1.9586 -4.8952 1.8978
H -3.1845 -6.2490 0.2585
H -3.5481 -5.4096 -2.0371
H -2.6493 -3.2085 -2.7036
H 0.2113 -3.6443 -2.3153
H 1.8491 -3.9376 -4.1261
H 2.6914 -1.9800 -5.3771
H 1.9234 0.2978 -4.7608
H 0.3105 0.5973 -2.9460
H -3.4954 -0.0544 -0.2089
H -5.4290 1.0441 -1.2793
H -5.4893 1.3259 -3.7326
H -3.6290 0.4647 -5.1143
H -1.7086 -0.6303 -4.0590
H -0.0369 -4.3702 3.7046
H 2.0841 -5.4807 4.2627
H 4.1926 -4.7278 3.2195
H 4.1963 -2.8362 1.6593
H 4.6097 -0.4476 1.6727
H 6.7875 -0.3184 0.5326
H 6.9338 -0.7105 -1.9055
H 4.8950 -1.2601 -3.1926
H 2.7180 -1.4085 -2.0501
H 0.7093 -0.6041 3.2538
H -0.0034 1.3921 4.4910
H 0.7581 3.6568 3.7710
H 2.3075 3.8972 1.8994
H 3.5157 1.6054 1.7783
C -1.4296 3.1040 -2.0616
N -0.8683 3.1078 -0.7210
C -0.5888 4.4478 -0.2384
C 0.1946 2.1718 -0.4211
C 1.6047 2.3978 -0.9237
C 1.8610 2.8206 -2.2256
C 3.1565 2.9974 -2.6828
C 4.2219 2.7603 -1.8291
C 3.9765 2.3439 -0.5322
C 2.6803 2.1435 -0.0663
H -2.4489 3.4951 -2.0238
H -1.4837 2.0851 -2.4439
H -0.8699 3.7245 -2.7741
H -1.4893 5.0575 -0.3274
H 0.2158 4.9486 -0.7962
H -0.2999 4.4086 0.8137
H -0.1414 1.1751 -0.8001
H 0.2436 2.1402 0.6679
H 1.0359 3.0138 -2.8969
H 3.3321 3.3261 -3.6989
H 5.2396 2.9023 -2.1674
H 4.8118 2.1654 0.1333
C -3.0370 3.5194 2.7701
C -3.5593 2.0970 2.5241
C -3.9384 1.4169 3.8440
C -4.7483 2.1217 1.5556
C -2.4767 1.3337 1.8862
N -1.6503 0.7505 1.3500
H -3.8278 4.1111 3.2317
H -2.7464 3.9935 1.8321
H -2.1764 3.5099 3.4393
H -4.7315 1.9942 4.3194
H -3.0880 1.3717 4.5244
H -4.3033 0.4036 3.6773
H -5.5355 2.7436 1.9819
H -5.1487 1.1185 1.4040
H -4.4561 2.5330 0.5891
*
```